(1)
The following is a DFT calculation (wB97M-V/def2-TZVPD) of C7H14N2O in the gas phase.

For the highest occupied orbital energy, the calculation gives -7.69 eV. Its SMILES is C=C(CN)C(C)(C)C(N)=O. Its charge is 0.

The geometry in XYZ format:
```
24
C7H14N2O (wB97M-V/def2-TZVPD)
C -0.133 0.276 1.945
C 0.041 -0.197 0.680
C 1.052 -1.410 0.524
N 2.439 -1.029 0.478
C -0.159 0.554 -0.587
C 0.341 1.972 -0.540
C 0.076 -0.131 -1.918
C -1.836 0.205 -0.145
N -2.401 -0.938 0.326
O -2.568 1.023 -0.667
H -0.998 0.854 2.233
H 0.601 0.121 2.719
H 0.890 -2.056 1.386
H 0.818 -1.985 -0.372
H 2.701 -0.511 1.309
H 2.648 -0.452 -0.328
H 1.212 2.134 -1.175
H -0.466 2.660 -0.802
H 0.691 2.344 0.425
H -0.434 -1.088 -1.997
H 1.144 -0.285 -2.099
H -0.337 0.499 -2.706
H -1.919 -1.541 0.971
H -3.404 -1.020 0.339
```

Löwdin population analysis, charges in e, atoms 1 to 5: 0.034, -0.328, -0.246, 0.018, -0.377

(2)
The following is a DFT calculation (wB97M-V/def2-TZVPD) of a molecular structure, C43H78N7O7PdS6.

Its expectation value of S² is 3.76. Its spin multiplicity is 4. For the highest occupied orbital energy (alpha / beta), the calculation gives -1.79 / -7.91 eV. Its charge is 0.

The geometry in XYZ format:
```
142
C43H78N7O7PdS6 (wB97M-V/def2-TZVPD)
Pd -2.354 -1.441 -2.677
C 0.960 -0.578 -0.912
C -0.378 -0.182 -0.333
C -0.686 1.271 -0.785
O -1.472 -0.996 -0.646
H 0.943 -0.578 -2.002
H 1.267 -1.585 -0.629
H 1.770 0.076 -0.591
H -0.198 -0.154 0.741
H -1.594 1.623 -0.296
H -0.801 1.424 -1.858
H 0.064 1.986 -0.444
C -0.411 -3.974 4.577
S 0.770 -4.446 3.208
O -0.065 -5.445 2.415
C 0.751 -2.870 2.270
H -0.267 -3.043 5.124
H -0.337 -4.708 5.380
H -1.433 -4.041 4.203
H -0.262 -2.578 1.993
H 1.308 -3.058 1.352
H 1.161 -2.100 2.923
C -0.706 2.904 -4.269
S -1.085 1.255 -5.042
O -1.667 0.361 -3.932
C -2.365 1.795 -6.172
H -0.001 2.887 -3.438
H -1.592 3.329 -3.798
H -0.367 3.687 -4.948
H -1.894 2.264 -7.036
H -2.977 2.543 -5.668
H -3.025 1.000 -6.520
C -3.942 2.781 -2.201
S -4.825 1.192 -1.836
O -3.810 0.088 -1.921
C -5.042 1.584 -0.044
H -3.685 2.774 -3.260
H -3.048 2.806 -1.578
H -4.432 3.740 -2.028
H -5.055 0.790 0.702
H -5.929 2.178 0.176
H -4.213 2.242 0.220
C 1.911 -1.421 -4.500
S 0.347 -2.225 -5.040
O -0.644 -2.124 -3.863
C 1.141 -3.865 -4.944
H 2.448 -1.977 -3.732
H 1.618 -0.460 -4.077
H 2.646 -1.386 -5.304
H 1.980 -3.892 -5.639
H 0.401 -4.588 -5.286
H 1.434 -3.997 -3.902
C -0.764 -4.401 -0.591
S -2.000 -4.977 -1.887
O -2.188 -3.736 -2.775
C -0.908 -6.153 -2.773
H -0.355 -5.131 0.108
H -1.357 -3.673 -0.038
H -0.001 -3.910 -1.194
H -1.307 -6.184 -3.787
H -0.872 -7.135 -2.301
H 0.089 -5.730 -2.897
C -3.294 4.589 1.706
S -3.060 2.992 2.651
O -1.689 2.307 2.332
C -2.816 3.669 4.384
H -2.471 5.247 1.983
H -4.246 5.048 1.973
H -3.185 4.385 0.641
H -2.568 2.818 5.019
H -3.776 4.100 4.668
H -2.054 4.447 4.357
N 0.566 4.009 2.607
C 1.172 5.021 3.272
C 2.542 4.729 3.374
C 2.801 3.524 2.675
C 1.533 3.094 2.292
H -0.438 3.924 2.543
H 0.617 5.842 3.700
H 3.352 5.369 3.690
H 3.729 2.974 2.614
H 1.220 2.222 1.738
N 2.977 2.394 -1.147
C 4.165 2.497 -0.454
C 5.182 2.042 -1.278
C 4.569 1.577 -2.468
C 3.216 1.799 -2.345
H 2.068 2.672 -0.806
H 4.114 2.926 0.536
H 6.211 1.968 -0.961
H 5.153 1.162 -3.276
H 2.343 1.615 -2.954
N -1.416 -0.365 4.273
C -1.760 -0.612 5.586
C -0.660 -0.166 6.364
C 0.185 0.463 5.499
C -0.221 0.291 4.233
H -2.015 -0.595 3.493
H -2.726 -0.999 5.874
H -0.641 -0.205 7.443
H 1.060 1.032 5.777
H 0.198 0.746 3.348
N 3.851 -4.766 -2.888
C 3.507 -6.036 -3.277
C 2.703 -6.656 -2.221
C 2.542 -5.643 -1.287
C 3.276 -4.556 -1.648
H 4.406 -4.047 -3.329
H 3.920 -6.389 -4.211
H 2.321 -7.659 -2.104
H 1.906 -5.657 -0.415
H 3.419 -3.604 -1.158
N -3.040 -1.744 1.825
C -3.091 -2.995 2.353
C -4.032 -3.050 3.320
C -4.541 -1.737 3.435
C -3.822 -0.917 2.559
H -2.415 -1.426 1.098
H -2.425 -3.742 1.949
H -4.345 -3.873 3.945
H -5.272 -1.345 4.126
H -3.839 0.135 2.316
N 5.113 -1.070 3.373
C 4.085 -0.186 3.042
C 3.729 -0.343 1.733
C 4.597 -1.334 1.188
C 5.365 -1.846 2.249
H 5.444 -1.064 4.327
H 3.661 0.413 3.834
H 2.957 0.237 1.248
H 4.633 -1.645 0.154
H 6.074 -2.659 2.194
N 0.277 5.828 -2.818
C 0.692 4.836 -1.943
C -0.323 4.756 -0.955
C -1.289 5.666 -1.174
C -0.949 6.305 -2.345
H 0.766 6.092 -3.661
H 1.573 4.272 -2.213
H -0.310 4.142 -0.067
H -2.198 5.898 -0.638
H -1.561 7.021 -2.874
```

Löwdin population analysis, charges in e, atoms 1 to 5: 1.013, -0.055, -0.528, -0.057, -0.287

(3)
The following is a DFT calculation (wB97M-V/def2-TZVPD) of C2H5N3S2 in the gas phase.

For the highest occupied orbital energy, the calculation gives -8.78 eV. Its SMILES is [H]/N=C(/NS)SN=C. Its charge is 0.

The geometry in XYZ format:
```
12
C2H5N3S2 (wB97M-V/def2-TZVPD)
H -0.940 2.814 -0.352
N -1.599 2.071 0.141
C -1.149 0.915 -0.063
N -1.836 -0.091 0.376
S -1.670 -1.600 -0.417
S 0.561 0.594 -0.881
N 1.585 -0.150 0.713
C 2.686 -0.626 0.033
H -3.028 0.291 0.261
H -1.055 -2.329 0.636
H 3.412 -1.164 0.776
H 3.033 -0.724 -1.223
```

Löwdin population analysis, charges in e, atoms 1 to 5: 0.086, 0.044, -0.938, -0.458, 0.663

(4)
The following is a DFT calculation (wB97M-V/def2-TZVPD) of C4H3I2NS in the gas phase.

For the highest occupied orbital energy, the calculation gives -8.41 eV. Its SMILES is Cc1nsc(I)c1I. Its charge is 0.

The geometry in XYZ format:
```
11
C4H3I2NS (wB97M-V/def2-TZVPD)
C 0.078 0.120 0.494
C 1.456 0.535 0.153
N 1.640 1.879 -0.013
S 3.033 2.493 -0.213
C 3.846 1.056 -0.128
I 5.825 0.544 0.120
C 2.584 -0.194 0.162
I 3.069 -2.141 -0.080
H -0.138 -1.043 0.627
H -0.112 0.675 1.422
H -0.522 0.644 -0.228
```

Löwdin population analysis, charges in e, atoms 1 to 5: -0.056, -0.579, -0.381, 0.936, -1.092